Record 1
{
  "formula": "C18H38N4Sb2Ti",
  "method": "ωB97M-V/def2-TZVPD",
  "symbols": ["Ti", "N", "C", "C", "N", "C", "C", "N", "C", "C", "N", "H", "H", "H", "H", "H", "H", "H", "H", "H", "H", "H", "H", "H", "H", "H", "H", "H", "H", "C", "Sb", "C", "C", "C", "C", "C", "C", "C", "C", "C", "Sb", "C", "C", "H", "H", "H", "H", "H", "H", "H", "H", "H", "H", "H", "H", "H", "H", "H", "H", "H", "H", "H", "H"],
  "coordinates": [[-0.33964, 0.04543, -0.01941], [-0.52858, -0.42129, -2.17666], [-1.03819, 0.79670, -2.89794], [-1.99350, 1.53539, -1.98991], [-1.31147, 1.84985, -0.68863], [-0.36223, 3.00565, -0.86579], [0.97201, 2.77848, -0.17815], [1.41249, 1.36056, -0.40584], [-2.32253, 2.10895, 0.38885], [-1.64649, 2.20597, 1.74204], [-0.71268, 1.02983, 1.92961], [0.29427, -0.77902, -2.65791], [-1.22495, -1.15845, -2.27408], [-1.52156, 0.52325, -3.83429], [-0.17520, 1.40876, -3.15591], [-2.86250, 0.91469, -1.76679], [-2.35634, 2.44890, -2.46428], [-0.82943, 3.92547, -0.51118], [-0.20468, 3.13403, -1.93514], [0.91512, 2.93604, 0.89643], [1.71392, 3.47935, -0.55818], [2.23150, 1.17557, 0.16977], [1.75989, 1.28089, -1.36103], [-3.03423, 1.28012, 0.37241], [-2.88060, 3.02364, 0.17608], [-2.39199, 2.22650, 2.53435], [-1.06561, 3.11997, 1.83812], [-1.14567, 0.35032, 2.55562], [0.11267, 1.33596, 2.44134], [-4.26524, -1.70431, 1.15674], [-2.19217, -2.00899, 0.82432], [-1.53944, -2.09926, 2.86489], [-2.14178, -4.09789, 0.26106], [-1.24811, -4.87154, 1.18152], [-1.82861, -5.58554, 2.22705], [-1.05058, -6.28295, 3.14007], [0.32997, -6.27194, 3.01049], [0.91507, -5.58187, 1.95834], [0.14351, -4.87946, 1.03572], [0.82988, -4.22587, -0.13151], [1.50287, -2.20068, 0.09439], [2.67916, -2.11130, -1.68195], [2.99593, -2.42112, 1.57086], [-4.55536, -2.40510, 1.93832], [-4.83108, -1.90737, 0.24994], [-4.46489, -0.68833, 1.49104], [-1.66923, -3.12869, 3.20156], [-2.17151, -1.45395, 3.47935], [-0.48952, -1.83976, 3.00553], [-1.87621, -4.15535, -0.79194], [-3.18622, -4.38900, 0.36232], [-2.90945, -5.61046, 2.31836], [-1.52188, -6.84444, 3.93544], [0.94813, -6.82448, 3.70532], [1.99160, -5.62544, 1.82996], [0.24415, -4.23872, -1.05026], [1.77435, -4.72721, -0.34978], [3.46754, -2.85823, -1.58392], [3.15003, -1.14107, -1.83447], [2.07640, -2.37575, -2.55151], [3.67706, -3.18854, 1.20629], [2.54485, -2.73989, 2.50829], [3.53851, -1.49045, 1.71852]],
  "charge": 3,
  "multiplicity": 2,
  "e_lumo_ev": [-10.2800, -9.9235],
  "mol_weight_g_mol": 601.92
}

---

Record 2
{
  "formula": "C18H38N5O4RuS",
  "method": "ωB97M-V/def2-TZVPD",
  "symbols": ["Ru", "N", "C", "C", "C", "C", "N", "H", "H", "H", "H", "H", "H", "H", "H", "H", "H", "H", "H", "C", "C", "O", "C", "C", "H", "H", "H", "H", "H", "H", "H", "H", "H", "H", "C", "C", "C", "O", "C", "H", "H", "H", "H", "H", "H", "H", "H", "C", "S", "C", "O", "H", "H", "H", "H", "H", "H", "N", "C", "O", "C", "C", "N", "C", "N", "H", "H"],
  "coordinates": [[0.25076, -0.24250, -0.13705], [2.04089, -0.25175, -1.36435], [3.44621, -0.70227, -1.15767], [3.40137, -2.17491, -0.74983], [2.77162, -2.31130, 0.64670], [1.47529, -3.10351, 0.65891], [0.39200, -2.35150, -0.06280], [1.70470, -0.70232, -2.20657], [2.01890, 0.75312, -1.52243], [3.90869, -0.07898, -0.39316], [4.00692, -0.56326, -2.08486], [4.38467, -2.64038, -0.79261], [2.80082, -2.69335, -1.50861], [2.50997, -1.31828, 0.99459], [3.48275, -2.71402, 1.36840], [1.13704, -3.27965, 1.67588], [1.58510, -4.08088, 0.18335], [-0.48268, -2.81145, 0.16811], [0.54164, -2.49956, -1.05389], [-1.19081, -1.57750, 2.75533], [0.20331, -1.08706, 3.03406], [0.69963, -0.10547, 2.08370], [1.92154, 0.41296, 2.68237], [2.51505, 1.55797, 1.91263], [-1.33867, -2.54725, 3.23118], [-1.37978, -1.69368, 1.69102], [-1.94018, -0.89873, 3.15130], [0.92696, -1.90356, 3.06386], [0.22786, -0.60269, 4.01201], [2.63312, -0.41415, 2.76495], [1.65860, 0.72457, 3.69512], [2.61519, 1.32594, 0.85504], [3.50613, 1.76911, 2.31474], [1.90670, 2.45484, 2.00383], [-3.83855, 1.92055, 0.84734], [-3.58648, 2.27862, -0.61297], [-2.74577, 1.11232, -1.09278], [-1.90183, 0.76615, 0.02468], [-2.58834, 1.13984, 1.25009], [-4.72039, 1.28688, 0.93842], [-3.99596, 2.79741, 1.47208], [-3.03431, 3.21270, -0.70249], [-4.50835, 2.37429, -1.18450], [-2.09120, 1.33762, -1.93453], [-3.38266, 0.25882, -1.34128], [-1.87488, 1.71032, 1.84525], [-2.84374, 0.23017, 1.78230], [1.02606, 4.17584, -1.67781], [-0.12452, 3.15357, -0.77657], [-0.23040, 4.12557, 0.71829], [0.70602, 1.92338, -0.41931], [0.55832, 5.14350, -1.85678], [1.22795, 3.69422, -2.63153], [1.94069, 4.28791, -1.09819], [-0.72568, 5.06610, 0.47683], [0.76809, 4.30646, 1.11063], [-0.83261, 3.57465, 1.43556], [-0.98057, -1.72057, -4.18742], [-1.13130, -1.63392, -2.87459], [-0.50972, -0.83419, -2.20672], [-2.10467, -2.64183, -2.26337], [-2.61222, -2.48463, -0.97103], [-3.02372, -2.37667, 0.09909], [-2.50275, -3.74864, -3.01032], [-2.77573, -4.67180, -3.66085], [-0.38005, -1.05682, -4.65410], [-1.52207, -2.35636, -4.75671]],
  "charge": 2,
  "multiplicity": 2,
  "e_lumo_ev": [-5.1431, -9.0319],
  "mol_weight_g_mol": 521.67,
  "e_above_lowest_kj_mol": 192.11
}

---

Record 3
{
  "formula": "C18H38O",
  "method": "ωB97M-V/def2-TZVPD",
  "symbols": ["C", "C", "C", "C", "C", "C", "C", "C", "C", "C", "C", "C", "C", "C", "C", "C", "C", "C", "O", "H", "H", "H", "H", "H", "H", "H", "H", "H", "H", "H", "H", "H", "H", "H", "H", "H", "H", "H", "H", "H", "H", "H", "H", "H", "H", "H", "H", "H", "H", "H", "H", "H", "H", "H", "H", "H", "H"],
  "coordinates": [[4.16508, 3.88235, 5.47262], [3.36293, 2.70683, 4.92718], [4.21360, 1.46057, 4.67817], [5.32647, 1.63335, 3.64166], [4.85759, 2.06945, 2.25273], [3.91423, 1.06973, 1.58758], [3.57785, 1.48335, 0.15637], [2.71347, 0.46236, -0.58411], [1.29345, 0.35222, -0.03279], [0.43129, -0.58682, -0.87313], [-0.99003, -0.70662, -0.32853], [-1.85065, -1.64303, -1.17344], [-3.27590, -1.74618, -0.63512], [-4.12379, -2.79955, -1.35096], [-4.32963, -2.56429, -2.84792], [-5.07609, -1.26808, -3.15645], [-5.37749, -1.08949, -4.64573], [-6.40216, -2.08187, -5.20261], [-5.91342, -3.39268, -5.36612], [-5.12491, -3.35981, -5.91926], [-6.77740, -1.70441, -6.16671], [-7.24925, -2.17234, -4.51879], [-4.44917, -1.17654, -5.21870], [-5.77209, -0.08359, -4.80616], [-4.47912, -0.41521, -2.82685], [-6.01579, -1.25201, -2.59961], [-4.90301, -3.40241, -3.24615], [-3.36245, -2.55501, -3.35478], [-3.64975, -3.77555, -1.21955], [-5.10244, -2.84300, -0.86621], [-3.76060, -0.77052, -0.70234], [-3.23052, -2.01118, 0.42462], [-1.39703, -2.63712, -1.18540], [-1.86864, -1.27306, -2.20005], [-0.95284, -1.07741, 0.69870], [-1.45165, 0.28371, -0.30386], [0.89342, -1.57679, -0.89526], [0.39358, -0.21870, -1.90151], [0.83537, 1.34424, -0.01678], [1.32198, -0.01750, 0.99354], [3.19524, -0.51733, -0.53935], [2.65650, 0.75223, -1.63663], [4.51061, 1.61714, -0.39799], [3.06374, 2.44763, 0.17029], [4.38479, 0.08342, 1.57595], [2.99477, 0.99680, 2.16815], [5.74107, 2.19310, 1.62014], [4.36764, 3.04273, 2.31466], [6.04858, 2.36440, 4.01062], [5.85202, 0.67912, 3.54871], [3.55684, 0.64573, 4.36700], [4.67574, 1.16018, 5.62244], [2.58363, 2.44676, 5.64833], [2.86306, 3.00439, 4.00405], [3.50206, 4.70682, 5.72613], [4.70617, 3.58978, 6.37019], [4.88304, 4.23972, 4.73905]],
  "e_lumo_ev": 1.0006,
  "smiles": "CCCCCCCCCCCCCCCCCCO",
  "mol_weight_g_mol": 270.50,
  "e_above_lowest_kj_mol": 9.56
}

---

no.,largest force on an atom (eV Å⁻¹)
1,0.5
2,2.1
3,0.6